1.
{
  "formula": "C5H23NO5",
  "method": "ωB97M-V with the def2-TZVPD basis set",
  "symbols": ["C", "C", "C", "C", "C", "N", "H", "H", "H", "H", "H", "H", "H", "H", "H", "H", "H", "H", "H", "O", "H", "H", "O", "H", "H", "O", "H", "H", "O", "H", "H", "O", "H", "H"],
  "positions_angstrom": [[-0.50560, 0.62420, 3.10835], [-1.36701, 1.40841, 2.10184], [-1.07055, 1.28459, 0.62328], [0.17672, 2.03178, 0.13276], [0.50238, 1.56203, -1.30219], [-0.10369, 3.45402, 0.19618], [0.43005, 1.15436, 3.27643], [-0.34482, -0.41492, 2.82205], [-1.04346, 0.62608, 4.05708], [-2.41799, 1.22771, 2.33977], [-1.24363, 2.45783, 2.37062], [-1.15638, 0.28146, 0.19665], [-1.90694, 1.80835, 0.14945], [1.04138, 1.82644, 0.76829], [0.41738, 0.47879, -1.33677], [1.43315, 1.97744, -1.68170], [-0.27754, 2.09147, -1.86358], [0.38502, 4.01677, -0.48098], [-1.07017, 3.73316, 0.25939], [-1.95209, -1.12537, -2.22212], [-1.34432, -0.40605, -2.44963], [-1.94758, -1.05085, -1.25684], [3.57973, -0.21716, -0.37662], [2.80864, -0.77025, -0.15473], [3.14339, 0.60622, -0.10477], [1.59680, -2.14337, 0.91186], [0.64020, -1.97250, 0.86863], [1.68016, -2.64738, 0.08633], [-1.63258, -2.83783, 0.47605], [-1.57555, -3.21639, 1.35585], [-1.26040, -3.47111, -0.15242], [0.51123, -2.34358, -2.87464], [0.85257, -1.49068, -2.59776], [-0.44309, -2.22595, -3.02029]],
  "atomic_forces_ev_per_a": [[-0.4, 0.4, -0.2], [0.2, 0.0, 1.0], [-0.6, 0.6, -0.3], [-0.1, -0.4, -0.3], [-0.9, 1.3, 0.6], [0.5, 0.5, 0.4], [0.2, -0.3, -0.1], [0.2, 0.0, -0.1], [0.1, -0.1, 0.1], [0.0, -0.3, -0.4], [0.0, 0.2, -0.1], [0.4, -0.2, 0.5], [-0.1, 0.0, -0.3], [0.0, -0.2, 0.2], [0.3, -0.1, -0.4], [0.3, -0.4, 0.1], [-0.1, -0.7, -0.5], [0.1, 0.0, 0.0], [0.0, -0.3, -0.2], [0.3, 0.6, 0.3], [-0.3, 0.0, -0.3], [-0.3, -0.5, 0.0], [-1.4, 0.4, 0.3], [0.6, -0.7, 0.0], [0.8, 0.3, -0.2], [-0.7, -0.1, -0.8], [0.1, 0.2, 0.4], [0.4, -0.1, 0.2], [0.2, 0.4, -0.3], [0.0, -0.3, 0.0], [-0.1, 0.0, 0.3], [-0.1, -0.4, -0.1], [0.0, 0.1, -0.1], [0.3, 0.1, 0.3]],
  "lowdin_charge": [-0.09, -0.26, -0.19, -0.45, -0.06, 0.03, 0.07, 0.06, 0.07, 0.10, 0.10, 0.08, 0.12, 0.12, 0.05, 0.08, 0.09, 0.07, 0.07, -0.05, 0.03, 0.02, -0.07, -0.01, 0.02, -0.06, 0.01, 0.05, -0.05, 0.05, 0.05, -0.07, 0.01, 0.01],
  "de_lowest_kcal_mol": 2.04,
  "homo_ev": -9.36,
  "total_charge": 0,
  "spin_multiplicity": 1,
  "smiles": "CCC[C@@H](C)N.O.O.O.O.O"
}

2.
{
  "formula": "H35O17",
  "method": "ωB97M-V with the def2-TZVPD basis set",
  "symbols": ["O", "H", "H", "O", "H", "H", "O", "H", "H", "O", "H", "H", "O", "H", "O", "H", "H", "O", "H", "H", "O", "H", "H", "O", "H", "H", "O", "H", "H", "O", "H", "H", "O", "H", "H", "O", "H", "H", "O", "H", "H", "O", "H", "H", "O", "H", "H", "O", "H", "H", "H", "H"],
  "positions_angstrom": [[0.55950, -0.21964, -3.38755], [-0.10796, -0.76950, -3.70882], [1.38907, -0.61554, -3.71717], [0.35181, -1.94045, -0.68743], [-0.04695, -1.16895, 0.72869], [-0.40345, -2.49064, -0.95183], [-4.30757, 1.88602, 1.04403], [-4.51453, 2.85367, 0.99037], [-4.78707, 1.48880, 0.22986], [0.92978, 2.53749, 1.84350], [1.80053, 2.06788, 2.10877], [-0.14886, 3.62077, -0.17025], [-3.50420, -1.77276, -0.76093], [0.51420, 3.19763, -4.75984], [-2.33337, -0.94714, 1.61767], [-2.92543, -1.39113, 2.35488], [-2.76623, -1.09053, 0.84543], [2.84764, 3.26750, -1.94446], [2.05455, 3.63312, -1.38960], [2.52231, 3.36767, -2.91509], [-0.02369, 3.52247, -3.98266], [-2.97009, -2.59655, -1.08374], [0.33497, 3.06987, -3.18115], [-0.17021, 0.81684, 3.62605], [-0.39565, -3.26223, 3.97344], [-0.30197, 0.29468, 2.84048], [2.47137, 0.61939, 3.47635], [2.63564, 0.51928, 4.39994], [1.66001, 1.14706, 3.49077], [-1.40728, -4.00402, -0.49757], [-1.06385, -4.73414, -0.89193], [-1.08393, -3.84641, 0.35830], [0.37762, -0.90773, 1.64059], [-0.06279, -1.56436, 2.19231], [1.49765, -1.23693, 1.58128], [-0.23268, 0.99373, -1.49522], [0.75805, 0.75193, -1.77093], [-0.88812, 0.95043, -2.10944], [2.70805, -1.44483, -4.29014], [3.45777, -1.02420, -4.12456], [-1.67565, -3.60773, 2.94700], [0.13297, 4.16977, -0.89366], [0.62344, 4.83914, -0.57718], [0.31306, -1.03080, -1.31072], [-0.75585, -3.18560, 3.06103], [0.53420, 2.15753, 1.28795], [2.44960, -2.41046, -4.41194], [2.86228, -1.60162, 1.97961], [3.37434, -1.76883, 1.22150], [3.22558, -0.68258, 2.41825], [-4.54096, -1.98205, -0.86228], [-0.96766, 1.52468, 3.61808]],
  "atomic_forces_ev_per_a": [[1.9, 0.6, 0.2], [-1.8, -1.3, -0.9], [0.1, -0.1, -0.3], [-0.2, 3.6, -2.0], [1.0, 0.4, 0.4], [0.1, 0.0, -0.2], [-1.4, 0.2, -2.1], [0.2, -1.3, 0.0], [1.2, 1.1, 2.1], [11.5, 8.5, 13.5], [-2.4, 1.3, -1.4], [-0.1, -0.1, 0.5], [-2.0, -2.4, -1.2], [-0.9, 0.4, 1.4], [0.7, -0.9, 6.4], [1.8, 1.6, -2.4], [-2.5, -0.7, -4.0], [-2.7, 0.9, -1.0], [1.8, -1.0, -1.6], [0.8, -0.1, 2.6], [1.3, -1.0, -0.5], [-1.8, 1.9, 0.9], [-0.5, 0.5, -0.9], [-3.1, 2.7, 1.2], [-0.9, -0.3, -0.8], [-0.3, 0.1, -0.5], [0.5, 0.2, -0.8], [0.5, -0.2, 1.1], [-0.8, -0.3, 0.0], [-2.8, 3.5, -0.4], [1.8, -3.4, -1.3], [0.9, -0.2, 1.8], [1.8, -0.9, -1.8], [-0.5, -0.8, 1.0], [-1.2, 0.4, 0.8], [5.8, 0.1, 4.9], [-4.2, 1.2, -0.2], [-1.9, -0.4, -3.4], [-7.4, -3.6, -1.5], [5.7, 1.3, 1.0], [2.3, 1.0, 1.0], [-2.3, -3.5, -2.5], [2.4, 3.8, 2.1], [-0.2, -3.3, 1.9], [-1.2, -0.5, -0.2], [-8.8, -9.4, -12.9], [2.1, 2.1, 0.4], [-0.8, 3.4, 2.3], [1.3, -0.4, -1.6], [-1.5, -2.7, -1.1], [3.8, 0.4, 0.2], [2.9, -2.5, 0.0]],
  "lowdin_charge": [-0.06, 0.03, 0.00, -0.11, 0.10, 0.01, -0.12, 0.05, 0.08, 0.07, 0.10, 0.03, -0.14, 0.06, -0.04, 0.13, -0.08, -0.14, 0.04, 0.06, -0.09, 0.06, -0.01, -0.11, 0.08, -0.03, -0.05, 0.06, 0.01, 0.03, 0.03, 0.03, 0.05, 0.05, 0.16, -0.08, 0.11, -0.02, 0.01, -0.01, 0.11, 0.02, -0.01, 0.13, -0.08, -0.17, 0.14, -0.02, 0.05, 0.15, 0.14, 0.16],
  "de_lowest_kcal_mol": 163.63,
  "homo_ev": -12.97,
  "total_charge": 1,
  "spin_multiplicity": 1
}

3.
{
  "formula": "C4H9N2",
  "method": "ωB97M-V with the def2-TZVPD basis set",
  "symbols": ["C", "C", "C", "C", "N", "N", "H", "H", "H", "H", "H", "H", "H", "H", "H"],
  "positions_angstrom": [[-1.41972, -0.07560, -0.04387], [0.30539, -0.03437, -0.22398], [1.07525, -1.27479, 0.10778], [0.96327, 1.29972, 0.10848], [-0.73552, 0.02969, -1.18815], [-2.62093, 0.01084, 0.41899], [1.26854, -1.14639, 1.13111], [1.93243, -1.19050, -0.56442], [0.51223, -2.25969, -0.04832], [1.19395, 1.12024, 1.11914], [0.37206, 2.15688, 0.08694], [1.83232, 1.31502, -0.44154], [-0.69702, -0.26422, -2.14097], [-2.80291, -0.33252, 1.35350], [-3.45987, 0.29444, -0.07213]],
  "atomic_forces_ev_per_a": [[1.2, -2.5, -0.3], [-0.9, 1.8, -0.5], [-1.8, -0.5, -2.3], [-1.8, -2.6, 1.7], [1.6, 1.2, -0.5], [-2.2, 0.8, 1.6], [1.0, -0.2, 1.4], [0.5, -0.6, 0.5], [0.7, 1.6, 0.0], [1.0, 0.4, 1.5], [-1.0, 1.3, -0.7], [2.1, 0.4, -1.4], [-0.6, -1.7, -0.6], [-0.1, -0.5, -0.3], [0.3, 1.1, -0.2]],
  "lowdin_charge": [-0.16, -0.30, 0.01, 0.04, 0.18, 0.20, 0.08, 0.11, 0.13, 0.08, 0.09, 0.08, 0.17, 0.14, 0.14],
  "de_lowest_kcal_mol": 59.25,
  "homo_ev": [-10.69, -15.50],
  "total_charge": 1,
  "spin_multiplicity": 3
}

4.
{
  "formula": "C4H6NO",
  "method": "ωB97M-V with the def2-TZVPD basis set",
  "symbols": ["C", "C", "C", "C", "N", "O", "H", "H", "H", "H", "H", "H"],
  "positions_angstrom": [[-0.46344, 1.26110, -0.05103], [1.75527, -0.32323, 0.70685], [0.84048, 0.55091, -0.01764], [-1.67519, -0.97649, -0.57834], [-0.79242, 0.07343, -0.31793], [1.84287, 0.07965, -0.71170], [0.15700, 4.10321, 0.78209], [2.59360, 0.10185, 1.25183], [1.40264, -1.39123, 0.80842], [-2.57306, -0.40913, -0.40879], [-1.70912, -1.88422, 0.08995], [-1.37862, -1.18585, -1.55371]],
  "atomic_forces_ev_per_a": [[0.3, -2.0, -0.9], [-0.5, -0.7, 0.0], [0.8, -1.1, 0.7], [-0.9, -0.3, 1.5], [2.3, 2.7, 2.1], [-1.0, 0.9, -0.8], [0.0, 0.0, 0.0], [-0.3, -0.3, 0.4], [0.8, 1.3, 0.2], [-1.4, -0.5, -0.7], [0.7, 1.2, -0.4], [-0.7, -1.1, -2.0]],
  "lowdin_charge": [0.21, 0.08, -0.23, 0.03, 0.03, 0.14, 0.07, 0.14, 0.16, 0.12, 0.15, 0.10],
  "de_lowest_kcal_mol": 206.96,
  "homo_ev": [-14.28, -14.93],
  "total_charge": 1,
  "spin_multiplicity": 1
}

5.
{
  "formula": "H4S2Si",
  "method": "ωB97M-V with the def2-TZVPD basis set",
  "symbols": ["Si", "S", "S", "H", "H", "H", "H"],
  "positions_angstrom": [[0.23099, 1.15103, 0.48891], [-0.57104, -0.19939, -1.03518], [-0.56145, -1.97090, -0.08341], [1.66397, 1.26325, 0.00336], [-0.31978, 2.40948, 0.17946], [-0.14290, 0.22704, 1.50444], [-0.29980, -2.88051, -1.05759]],
  "atomic_forces_ev_per_a": [[1.6, -1.8, -2.4], [-0.4, 1.3, -1.5], [-0.1, -1.5, 1.1], [-0.4, 0.0, 1.0], [-0.9, 1.2, 0.3], [0.1, 0.2, 1.6], [0.2, 0.7, 0.0]],
  "lowdin_charge": [0.36, -0.01, 0.17, -0.09, -0.12, -0.13, -0.18],
  "de_lowest_kcal_mol": 36.70,
  "homo_ev": -8.19,
  "total_charge": 0,
  "spin_multiplicity": 1,
  "smiles": "[SiH3]SS"
}

6.
{
  "formula": "C3H7NS",
  "method": "ωB97M-V with the def2-TZVPD basis set",
  "symbols": ["S", "N", "C", "C", "C", "H", "H", "H", "H", "H", "H", "H"],
  "positions_angstrom": [[-2.32466, -0.10766, 0.21671], [-0.73046, -0.06920, -0.22948], [0.18336, 1.02130, 0.01860], [1.32949, -0.02872, 0.19484], [0.20351, -1.08774, 0.06466], [-2.64219, 0.13659, -1.08148], [-0.17004, 1.54798, 0.88952], [0.20434, 1.77947, -0.83660], [1.97400, 0.11909, -0.59022], [1.79483, -0.08647, 1.22295], [0.11114, -1.64550, -0.86515], [0.06668, -1.57914, 0.99565]],
  "atomic_forces_ev_per_a": [[-0.5, 0.4, -1.0], [-0.5, 1.4, 0.1], [-0.6, 1.2, -0.3], [-1.8, 0.4, 2.4], [0.8, -0.2, -1.6], [-1.0, -0.1, 0.6], [0.5, 0.6, 0.7], [0.4, -1.0, 1.0], [2.0, -0.4, -1.6], [-0.2, 0.4, -1.4], [1.2, -1.5, 0.6], [-0.3, -1.0, 0.6]],
  "lowdin_charge": [0.76, -0.66, -0.23, -0.10, -0.25, -0.12, 0.08, 0.12, 0.06, 0.12, 0.11, 0.09],
  "de_lowest_kcal_mol": 50.65,
  "homo_ev": -8.27,
  "total_charge": 0,
  "spin_multiplicity": 1,
  "smiles": "SN1CCC1"
}

The DFT total energy results, record by record, are as follows: -17285.5221; -35365.2283; -7260.8904; -7765.9225; -29612.1655; -15547.4490 eV.